The following is a quantum chemistry calculation of an isolated ion of composition C4H5O5S and charge -1 at a distorted geometry, from OMol25.

Bonds (Å) are listed after each position.
Cartesian coordinates (Å):
1 C 0.2133 0.4092 -1.0216  C3 1.415, O5 1.263, O6 1.416
2 C 0.5050 -2.8244 0.1682  C4 1.306, H11 1.094, H12 1.154
3 C -0.6149 1.5351 -1.2409  C1 1.415, S10 2.064, H13 1.033, H14 1.133
4 C 0.3136 -1.5619 0.4412  C2 1.306, O6 1.418, O9 1.322
5 O 1.4234 0.2223 -1.3294  C1 1.263
6 O -0.4055 -0.7312 -0.4557  C1 1.416, C4 1.418
7 O -0.5237 1.2938 1.4798  S10 1.496
8 O -1.0802 3.5641 0.7399  S10 1.508
9 O 0.5827 -1.0498 1.6299  C4 1.322, H15 1.064
10 S -0.1269 2.4086 0.5644  C3 2.064, O7 1.496, O8 1.508
11 H 0.4062 -3.5161 -0.6731  C2 1.094
12 H 0.8370 -3.4278 1.0940  C2 1.154
13 H -0.1559 2.1791 -1.9055  C3 1.033
14 H -1.7436 1.5070 -1.1479  C3 1.133
15 H 0.3695 -0.0078 1.6568  O9 1.064

Summary:
Kohn-Sham gap: 8.443 eV
E: -929.830052 Ha
M: 165.15 Da
Energy relative to the best compared isomer or geometry (same formula, charge and spin): 103.17 kJ/mol
Net charge: -1

Mulliken population analysis, charges in e, atoms 1 to 8:
1. C 0.678
2. C -0.829
3. C -0.853
4. C 0.640
5. O -0.670
6. O -0.338
7. O -0.678
8. O -0.607